1.
Entry from the OMol25 dataset: 2 unconnected molecules or ions with the total composition C7H7BrS (ωB97M-V with the def2-TZVPD basis set).

Output
- net charge = 0
- HOMO (eV) = -8.6
- HOMO-LUMO gap (hartree) = 0.283
- energy above the lowest of the compared OMol25 structures with the same formula, charge and spin (eV) = 4.946

Last columns: bonded neighbours and bond lengths (Å).
Element x y z (Å)
1 H -0.096 -1.045 -2.750  C12 1.068
2 H 0.005 0.784 2.916  C15 1.109
3 C -1.805 -1.140 1.087  C4 1.346, S6 1.685, H16 1.135
4 C -1.462 -0.486 2.212  C3 1.346, H9 1.012, C15 1.364
5 H 1.976 1.991 -1.620  C7 0.998
6 S -1.047 -0.542 -0.294  C3 1.685, C11 1.691
7 C 1.447 1.250 -1.212  H5 0.998, C10 1.309, H14 1.152
8 Br 1.828 -2.169 -2.455  C12 1.820
9 H -1.704 -0.727 3.165  C4 1.012
10 C 0.869 1.245 -0.037  C7 1.309, C11 1.424, H13 1.127
11 C -0.012 0.381 0.674  S6 1.691, C10 1.424, C15 1.376
12 C 0.884 -0.721 -3.025  H1 1.068, Br8 1.820
13 H 0.953 2.257 0.452  C10 1.127
14 H 1.264 0.383 -1.948  C7 1.152
15 C -0.442 0.389 1.981  H2 1.109, C4 1.364, C11 1.376
16 H -2.659 -1.850 0.854  C3 1.135

Atom charges from the natural (NBO) analysis, given in e for atoms 1 to 4: 0.1132 0.2291 -0.4148 -0.2634



2.
Entry from the OMol25 dataset: 4 unconnected molecules or ions with the total composition C4H18NO3 (ωB97M-V with the def2-TZVPD basis set).

Output
- net charge = +1
- HOMO (eV) = -14.9
- HOMO-LUMO gap (hartree) = 0.453
- energy above the lowest of the compared OMol25 structures with the same formula, charge and spin (eV) = 0.454

Last columns: bonded neighbours and bond lengths (Å).
Element x y z (Å)
1 O 1.378 0.156 -1.948  H8 0.984, H10 0.977
2 H 2.216 0.448 1.360  C14 1.090
3 H 0.051 1.217 1.111  N11 1.023
4 H -3.138 -0.301 0.724  C17 1.087
5 H 2.118 2.881 0.216  O25 0.953
6 H 1.793 -1.107 0.922  C14 1.093
7 O -0.181 -0.387 -4.023  H18 0.975, H19 0.956
8 H 0.831 -0.135 -2.712  O1 0.984
9 H -2.003 -2.428 0.608  C15 1.089
10 H 2.322 0.067 -2.183  O1 0.977
11 N 0.200 0.240 0.846  H3 1.023, C13 1.516, C14 1.484, H22 1.029
12 H -0.911 -1.728 -0.593  C15 1.101
13 C -1.040 -0.536 1.242  N11 1.516, C15 1.509, C17 1.519, H21 1.092
14 C 1.417 -0.275 1.523  H2 1.090, H6 1.093, N11 1.484, H16 1.081
15 C -1.094 -1.841 0.487  H9 1.089, H12 1.101, C13 1.509, H26 1.096
16 H 1.419 -0.485 2.583  C14 1.081
17 C -2.266 0.311 0.945  H4 1.087, C13 1.519, H20 1.094, H24 1.098
18 H -0.554 0.406 -4.452  O7 0.975
19 H -0.840 -1.058 -4.193  O7 0.956
20 H -2.481 1.080 1.693  C17 1.094
21 H -0.945 -0.732 2.313  C13 1.092
22 H 0.378 0.309 -0.165  N11 1.029
23 H 2.119 2.892 1.867  O25 0.959
24 H -2.154 0.917 0.036  C17 1.098
25 O 1.690 2.667 1.040  H5 0.953, H23 0.959
26 H -0.326 -2.575 0.753  C15 1.096

Atom charges from the natural (NBO) analysis, given in e for atoms 1 to 4: -1.0227 0.2480 0.4506 0.2483